This record from the OMol25 dataset describes a 13-piece molecular cluster, C49H120N14O20 overall. The level of theory is ωB97M-V/def2-TZVPD.

The geometry in XYZ format:
```
203
C49H120N14O20 ωB97M-V/def2-TZVPD
C 12.9610 24.9574 11.4610
N 14.0825 23.9662 11.1480
C 14.0908 22.7385 11.8006
C 14.9014 21.7702 11.2922
C 15.7706 21.9896 10.1891
C 15.8274 23.2662 9.6640
C 14.9873 24.2435 10.2337
C 16.4645 20.7988 9.5524
C 17.6724 20.8760 8.8614
C 18.2696 19.7886 8.3513
N 17.7047 18.5764 8.4800
C 16.5827 18.4007 9.1686
C 15.9815 19.5215 9.7064
C 18.2194 17.3961 7.6732
H 12.1688 24.3567 11.8917
H 12.6893 25.3759 10.4989
H 13.3106 25.6801 12.1931
H 13.4195 22.6196 12.6304
H 14.9102 20.8565 11.8867
H 16.5544 23.6223 8.9269
H 14.8777 25.2708 9.8368
H 18.2831 21.7678 8.7763
H 19.2133 19.8265 7.8176
H 16.1844 17.4290 9.3065
H 15.1429 19.3525 10.3624
H 17.6284 16.5478 8.0312
H 19.3009 17.3179 7.8630
H 18.1158 17.6104 6.6135
C 17.1942 22.6012 14.7357
C 18.2779 23.5261 15.3081
C 17.7781 24.4148 16.4409
O 18.9523 24.9860 16.9272
C 18.7447 26.0390 17.8462
N 19.3504 22.6374 15.9213
H 18.8733 21.9956 16.6014
H 19.9045 22.0313 15.2790
H 20.0458 23.1596 16.4496
H 16.4819 23.2845 14.3217
H 16.7337 22.0189 15.5318
H 17.6612 22.0016 13.9570
H 18.8127 24.0169 14.4889
H 17.2178 23.9012 17.2546
H 17.0709 25.1729 16.0653
H 18.0830 26.7982 17.4845
H 19.6952 26.3984 18.1631
H 18.2902 25.5688 18.7318
C 24.2294 17.5283 17.1153
C 23.3263 16.7507 18.0258
C 22.4533 15.7748 17.3318
O 21.6396 15.1931 18.3474
C 20.9471 14.0698 17.8756
N 24.1992 15.9713 18.9774
H 24.6279 16.5898 19.6593
H 23.6944 15.2142 19.4568
H 24.9629 15.5069 18.4620
H 24.9916 18.1411 17.6161
H 23.7449 18.1033 16.3368
H 24.7526 16.8028 16.4811
H 22.6669 17.3808 18.6616
H 23.0342 14.9570 16.8647
H 21.8917 16.3318 16.5840
H 20.4244 13.5856 18.7201
H 21.6924 13.3461 17.5087
H 20.2651 14.3375 17.0406
C 26.1163 15.9188 12.4526
C 25.5498 16.1063 11.0406
C 24.2087 16.7674 11.1124
O 24.4875 18.0304 11.6469
C 23.3542 18.9739 11.7569
N 26.4281 17.1049 10.3261
H 27.3876 16.9298 10.6041
H 26.3509 17.0443 9.3163
H 26.1271 18.0302 10.6384
H 27.1658 15.6313 12.4306
H 25.4751 15.2924 13.0806
H 26.0625 16.8838 13.0034
H 25.5253 15.1671 10.4992
H 23.5870 16.1781 11.7432
H 23.7865 16.9421 10.1206
H 23.0017 19.1740 10.7320
H 23.8455 19.8507 12.1284
H 22.5769 18.5875 12.4019
C 13.4130 12.1381 10.5958
N 13.1586 11.7175 12.0133
C 13.2990 10.2267 12.1117
C 14.0958 12.4221 12.8736
C 11.7770 12.2206 12.4247
C 10.6186 11.2883 12.1675
O 10.7180 10.8287 10.8645
H 14.3400 11.7230 10.2440
H 13.3542 13.2041 10.5804
H 12.5226 11.8173 10.0595
H 14.1733 9.8891 11.5473
H 12.4633 9.7854 11.5758
H 13.3418 10.0201 13.1794
H 15.0910 12.0633 12.6394
H 13.7876 12.3377 13.9056
H 14.0409 13.4398 12.4690
H 11.6751 13.1560 11.8560
H 11.8995 12.4521 13.4578
H 9.7540 11.9422 12.3839
H 10.5722 10.4127 12.8274
H 9.8924 10.4537 10.5247
C 10.2130 16.9139 14.2881
N 9.5335 17.4344 15.4581
C 8.3420 18.3056 15.0580
C 8.9793 16.2972 16.2797
C 10.3381 18.3126 16.2858
C 11.4740 17.7365 17.0468
O 12.4179 17.2188 16.0691
H 11.1056 16.3031 14.5697
H 10.5822 17.7699 13.7574
H 9.5869 16.3601 13.5668
H 7.7329 17.8655 14.2652
H 8.7536 19.2971 14.7535
H 7.7180 18.3327 15.9610
H 8.1439 15.7607 15.8337
H 8.6511 16.7653 17.2143
H 9.7824 15.6077 16.5778
H 9.6438 18.8295 16.9628
H 10.6727 19.0968 15.6183
H 11.1155 16.9077 17.6679
H 11.8575 18.5391 17.6806
H 13.0128 16.5851 16.5254
C 19.4703 9.8108 14.6041
N 19.4382 10.0463 13.1917
C 20.7837 9.7083 12.6967
C 18.4578 9.1378 12.5189
C 19.0272 11.4121 12.9047
C 19.3196 11.9467 11.5257
O 20.7227 12.2556 11.4398
H 19.7868 8.7772 14.7867
H 18.4760 9.9784 15.0014
H 20.1348 10.6015 14.9382
H 20.7816 9.9132 11.6109
H 20.9672 8.6655 12.9201
H 21.4530 10.3911 13.2691
H 18.9279 8.1758 12.4925
H 18.2231 9.5268 11.5261
H 17.4923 9.1582 13.0474
H 19.5473 12.0761 13.5914
H 17.9308 11.5395 12.9777
H 18.8741 12.9420 11.5355
H 18.9216 11.2557 10.7742
H 20.7740 13.1360 11.0702
C 18.4395 18.5648 14.7154
N 18.1154 17.4906 13.7370
C 19.1725 17.4364 12.7366
C 17.9629 16.2195 14.4893
C 16.7938 17.7414 13.0632
C 15.4524 17.4513 13.6628
O 14.9779 18.6631 14.2849
H 19.3456 18.2957 15.2407
H 17.5816 18.7082 15.3831
H 18.6694 19.5040 14.1953
H 19.5404 18.4221 12.5736
H 18.8699 16.8838 11.8711
H 19.9416 16.9619 13.3216
H 18.9626 16.0263 14.8159
H 17.5856 15.4665 13.8124
H 17.3193 16.4179 15.3415
H 16.7712 17.1173 12.1816
H 16.8877 18.7627 12.7008
H 15.5154 16.6142 14.3344
H 14.8119 17.1825 12.8073
H 14.1915 18.4302 14.8291
C 17.7216 16.5902 19.6656
N 18.2324 17.0171 20.9403
C 18.2399 15.8163 21.7861
C 19.6403 17.5212 20.8041
C 17.5303 18.1672 21.6356
C 16.1469 18.4093 21.1455
O 15.4328 17.1340 21.2713
H 16.6924 16.2354 19.8224
H 18.3930 15.7964 19.3189
H 17.8671 17.4806 18.9808
H 17.1967 15.5684 21.9682
H 18.7361 16.0137 22.7357
H 18.9139 15.0923 21.3179
H 20.0431 17.9230 21.7423
H 19.5845 18.3155 20.0728
H 20.2033 16.6969 20.4111
H 18.0979 19.0893 21.4714
H 17.5295 17.8875 22.6946
H 16.2202 18.8572 20.1663
H 15.7378 19.2074 21.8025
H 14.5248 17.2235 21.5978
N 16.8344 14.4262 11.5714
O 15.8110 14.7590 10.9728
O 17.9062 14.9763 11.2357
O 16.8544 13.5807 12.5821
N 21.5301 18.8488 15.5612
O 21.5557 17.8772 14.7319
O 21.5551 20.0129 15.1900
O 21.4122 18.5187 16.7789
N 19.1162 20.8062 11.9982
O 19.6754 21.3513 12.9640
O 17.8014 20.7698 11.8687
O 19.8807 20.1918 11.2002
N 18.0089 20.9203 18.3743
O 18.2628 22.1690 18.4982
O 17.8557 20.1379 19.3922
O 17.9017 20.4158 17.1565
```

Kohn-Sham gap = 6.4 eV
Lowest unoccupied orbital energy = -11.5 eV
Net charge = +6
Calculated total energy = -114494.2608 eV
HOMO level = -17.925 eV

***

This record from the OMol25 dataset describes a 19-piece molecular cluster, C49H144N10O27 overall. The level of theory is ωB97M-V/def2-TZVPD.

The geometry in XYZ format:
```
230
C49H144N10O27 ωB97M-V/def2-TZVPD
C -3.6279 -3.3121 -1.4939
O -2.8015 -4.1090 -1.8807
N -4.4591 -2.7174 -2.3231
N -3.7077 -2.8966 -0.2925
H -4.4349 -2.8370 -3.3257
H -5.0968 -2.0723 -1.8789
H -2.8792 -3.0762 0.2565
H -4.0786 -1.9571 -0.2892
C 3.5855 0.3638 -5.2574
O 2.7486 1.4529 -5.7169
C 2.9313 2.6932 -5.0143
C 1.8230 3.6819 -5.2973
N 0.6282 3.3510 -4.5214
C -0.5611 4.1953 -4.7827
C -1.2610 3.6738 -6.0551
O -1.3982 2.2556 -6.1065
C -2.2705 1.8335 -7.1716
H 3.3976 -0.6095 -5.7106
H 3.4388 0.1966 -4.1903
H 4.6225 0.6529 -5.4277
H 3.8422 3.2263 -5.2866
H 3.0287 2.4140 -3.9652
H 1.6162 3.6786 -6.3674
H 2.1806 4.6746 -5.0236
H 0.4156 2.4164 -4.8400
H -0.2678 5.2200 -5.0108
H -1.1637 4.2028 -3.8745
H -0.5878 4.0199 -6.8393
H -2.2200 4.1906 -6.0160
H -2.3482 0.7480 -7.2331
H -2.0062 2.2323 -8.1510
H -3.2902 2.0684 -6.8662
C -3.4511 -0.3333 1.5287
O -4.6120 -0.1349 0.6942
C -5.8330 -0.6282 1.2531
C -6.9877 -0.4493 0.2393
N -6.5188 -0.8757 -1.0582
C -7.2288 -0.1860 -2.1953
C -6.8737 -0.9149 -3.5191
O -5.5673 -0.5401 -3.8339
C -5.0754 -0.6983 -5.1440
H -2.5619 -0.2585 0.9028
H -3.2613 -1.2858 2.0234
H -3.4603 0.5049 2.2255
H -5.9396 -0.0802 2.1893
H -5.8756 -1.6912 1.4904
H -7.1967 0.6150 0.3478
H -7.8510 -0.9834 0.6362
H -5.6138 -0.4315 -0.9969
H -6.8726 0.8440 -2.2136
H -8.2981 -0.0435 -2.0388
H -7.4668 -0.6071 -4.3803
H -7.0118 -1.9937 -3.4464
H -4.8420 0.2757 -5.5741
H -5.6059 -1.3594 -5.8293
H -4.1228 -1.0861 -4.7831
C -7.6703 5.4095 0.1457
O -7.3408 4.0203 0.1427
C -6.3452 3.5739 1.0284
C -4.8841 3.9411 0.7187
N -4.7120 4.0305 -0.7219
C -4.6323 2.7581 -1.3662
C -4.7844 3.0169 -2.8806
O -5.8747 3.8568 -3.2665
C -5.8481 4.2036 -4.6381
H -6.7757 6.0248 0.2412
H -8.3399 5.6647 0.9670
H -8.2455 5.6275 -0.7542
H -6.4760 2.4925 1.0678
H -6.5483 3.9971 2.0122
H -4.1757 3.2299 1.1434
H -4.6951 4.9172 1.1655
H -5.4901 4.5748 -1.0660
H -5.2716 1.9873 -0.9359
H -3.6519 2.3342 -1.1487
H -4.7703 2.0579 -3.3984
H -3.8619 3.4968 -3.2076
H -5.0370 4.8575 -4.9585
H -6.6876 4.7993 -4.9964
H -5.9389 3.2637 -5.1827
C 0.5203 -2.6552 8.1296
O 1.8451 -2.1285 7.9006
C 1.8446 -1.6072 6.5786
C 3.0633 -0.5933 6.3224
N 2.7964 0.7648 6.8085
C 3.5979 1.7895 6.1634
C 5.1665 1.6857 6.2626
O 5.5892 0.7694 5.2208
C 6.8188 0.0864 5.4554
H -0.3181 -1.9733 7.9874
H 0.3394 -3.0784 9.1176
H 0.4313 -3.5020 7.4490
H 0.9586 -0.9863 6.4459
H 1.8298 -2.4550 5.8938
H 3.3839 -0.5761 5.2807
H 3.9941 -0.9016 6.7984
H 2.9435 0.8975 7.7988
H 3.3942 2.6357 6.8195
H 3.1636 1.9736 5.1808
H 5.3857 1.3382 7.2722
H 5.6087 2.6775 6.1677
H 7.1202 -0.4166 4.5366
H 6.7607 -0.5113 6.3651
H 7.5981 0.8261 5.6388
C -0.8426 -7.5838 -2.1403
O -0.1973 -7.4094 -0.9025
C 0.1192 -6.0847 -0.5141
C 0.6795 -6.0725 0.9349
N -0.4289 -5.9356 1.8893
C 0.0436 -5.7049 3.2225
C -1.1379 -5.8450 4.2084
O -1.6088 -7.2367 4.1662
C -2.7360 -7.4868 5.0688
H -0.7660 -8.6570 -2.3149
H -0.2592 -7.1665 -2.9611
H -1.8779 -7.2451 -2.1787
H -0.7394 -5.4150 -0.5623
H 0.8143 -5.5762 -1.1823
H 1.3451 -5.2093 0.9327
H 1.1532 -7.0249 1.1730
H -0.9906 -6.7732 1.8341
H 0.5382 -4.7342 3.2552
H 0.8359 -6.3818 3.5421
H -1.9368 -5.1204 4.0511
H -0.7947 -5.7021 5.2331
H -3.2268 -8.3987 4.7286
H -3.4827 -6.6927 5.0702
H -2.4323 -7.6887 6.0960
C 5.9393 -1.7943 -3.4328
O 6.3554 -0.4376 -3.5568
C 5.9820 0.5312 -2.6073
C 6.2489 1.9519 -3.0652
N 5.8697 2.8195 -1.9648
C 5.9492 4.2429 -2.3173
C 7.2751 4.6748 -2.9471
O 8.3315 4.0552 -2.1450
C 9.5588 3.9715 -2.8677
H 6.4776 -2.2110 -2.5815
H 6.1008 -2.3571 -4.3522
H 4.8616 -1.8737 -3.2899
H 6.4014 0.2741 -1.6346
H 4.9136 0.3435 -2.5000
H 5.6316 2.1043 -3.9506
H 7.3239 1.9323 -3.2444
H 6.6188 2.7256 -1.2939
H 5.7089 4.8265 -1.4286
H 5.0705 4.5409 -2.8892
H 7.2515 5.7637 -2.9910
H 7.3266 4.3213 -3.9769
H 9.9949 4.9648 -2.9748
H 9.5212 3.4338 -3.8151
H 10.2683 3.4336 -2.2389
C 1.8139 -2.2450 2.7083
O 1.0014 -2.0699 1.5399
C 1.5092 -2.1936 0.1966
C 2.3209 -0.9111 -0.3079
N 1.3716 0.1634 -0.2518
C 1.2283 0.8605 -1.4828
C 0.2542 0.0684 -2.4000
O -1.1608 0.2123 -2.0802
C -2.0660 -0.1766 -3.1151
H 2.2756 -1.3010 2.9979
H 2.5908 -2.9919 2.5448
H 1.2237 -2.6020 3.5523
H 0.5256 -2.2470 -0.2700
H 2.0447 -3.1151 -0.0318
H 2.6527 -1.0908 -1.3305
H 3.2148 -0.7281 0.2883
H 0.4553 -0.2569 -0.1902
H 2.1908 0.8736 -1.9943
H 0.8574 1.8551 -1.2351
H 0.4512 -1.0013 -2.4704
H 0.3260 0.4373 -3.4231
H -1.8503 -1.1879 -3.4597
H -2.0271 0.4994 -3.9693
H -3.0607 -0.1074 -2.6747
C -0.7758 2.3199 1.4168
O -0.9792 2.1445 2.7745
C -0.4043 0.9326 3.2521
C -0.5313 0.8638 4.7858
N -1.8817 1.0432 5.2810
C -2.0871 1.1247 6.7231
C -1.2680 2.2399 7.3281
O -1.5678 3.5197 6.7498
C -0.8249 4.6065 7.2904
H -1.4811 3.0683 1.0555
H -0.9164 1.3537 0.9324
H 0.2380 2.6926 1.2701
H 0.6483 0.9482 2.9692
H -0.8188 0.0110 2.8434
H 0.1419 1.5592 5.2871
H -0.2737 -0.1723 5.0056
H -2.0937 1.9523 4.8954
H -1.8669 0.1857 7.2309
H -3.1298 1.3380 6.9584
H -0.1847 2.1203 7.3106
H -1.5035 2.2454 8.3923
H -0.8408 5.5037 6.6717
H 0.2440 4.3939 7.3091
H -1.2339 4.8026 8.2815
O 4.2508 0.6152 2.8917
H 4.7682 0.6944 3.6930
H 4.5771 -0.1813 2.4730
O 2.8020 2.1800 1.2214
H 2.3248 1.4467 0.8332
H 3.3779 1.7751 1.8700
O 3.2584 3.3312 -1.4026
H 4.1710 3.1153 -1.5942
H 3.1467 3.1041 -0.4794
O -0.1047 -2.7664 -5.2690
H -1.0331 -2.8742 -5.4757
H 0.1008 -1.8736 -5.5462
O -0.3477 -3.5570 -2.2851
H -1.2303 -3.8924 -2.1281
H -0.2882 -3.4745 -3.2369
O 5.2444 -2.1461 1.9858
H 4.9315 -2.8581 1.4278
H 5.3755 -2.5525 2.8425
O 4.6886 -3.9460 -0.5232
H 4.1806 -3.7571 -1.3121
H 4.6947 -4.9014 -0.4647
O -1.5510 -3.2187 1.8746
H -0.7175 -2.7524 1.9389
H -1.3220 -4.1388 2.0054
O 2.9137 -3.4136 -2.4332
H 1.9880 -3.6345 -2.3308
H 3.0028 -3.1746 -3.3558
O 0.4600 -0.2176 -5.7404
H 1.2906 0.2566 -5.7791
H -0.2069 0.4685 -5.7107
```

Kohn-Sham gap = 8.6 eV
Lowest unoccupied orbital energy = 0.4 eV
Calculated total energy = -123320.7406 eV
HOMO level = -8.161 eV